Here is C29H27BF3IN6S2SbTl as an isolated structure from OMol25. Energies are from wB97M-V/def2-TZVPD.

Values from the calculation:
Lowest unoccupied orbital energy (alpha / beta) in eV: -9.29 / -9.29
E_tot in eV: -89268.007
Total charge: +2

```
71
Properties=species:S:1:pos:R:3:lowdin_charge:R:1
Tl 1.71 -0.33 -1.25 0.64
C 0.72 2.28 2.40 -0.02
N 2.09 1.87 2.29 -0.11
C 3.18 2.63 2.59 0.00
C 4.27 1.81 2.54 -0.01
N 3.85 0.55 2.22 0.01
B 4.81 -0.67 2.36 -0.42
N 4.37 -1.84 1.45 -0.02
C 4.20 -3.11 1.86 0.00
C 4.02 -3.91 0.76 0.03
N 4.10 -3.11 -0.33 -0.10
C 4.00 -3.50 -1.70 -0.01
C 4.32 -1.84 0.10 -0.77
S 4.55 -0.51 -0.94 0.75
C 2.53 0.61 2.05 -0.69
S 1.49 -0.66 1.56 0.64
H 0.61 3.31 2.08 0.10
H 0.40 2.20 3.45 0.12
H 0.09 1.62 1.80 0.05
H 3.12 3.67 2.81 0.14
H 5.30 2.03 2.72 0.14
H 5.89 -0.33 2.02 0.09
H 4.75 -1.04 3.49 0.09
H 4.22 -3.37 2.90 0.14
H 3.86 -4.97 0.70 0.15
H 3.99 -4.59 -1.77 0.11
H 4.84 -3.11 -2.27 0.10
H 3.07 -3.12 -2.15 0.08
F -3.93 -0.15 4.95 0.11
C -3.44 -0.19 3.72 -0.26
C -2.61 -1.24 3.35 0.02
C -2.10 -1.26 2.07 -0.16
C -2.43 -0.25 1.17 -0.39
C -3.23 0.81 1.56 -0.11
C -3.76 0.84 2.84 0.02
Sb -1.66 -0.41 -0.83 1.50
C -2.78 1.09 -1.88 -0.39
C -2.13 1.98 -2.73 -0.16
C -2.85 2.97 -3.38 0.01
C -4.22 3.03 -3.18 -0.26
F -4.91 3.98 -3.81 0.11
C -4.88 2.14 -2.35 0.03
C -4.16 1.16 -1.69 -0.11
C -2.60 -2.18 -1.60 -0.38
C -2.47 -2.41 -2.97 -0.13
C -3.13 -3.48 -3.54 0.02
C -3.90 -4.30 -2.72 -0.26
F -4.53 -5.34 -3.27 0.11
C -4.03 -4.08 -1.36 0.02
C -3.36 -3.01 -0.79 -0.10
H -2.38 -2.02 4.06 0.13
H -1.43 -2.05 1.76 0.10
H -3.47 1.61 0.87 0.10
H -4.41 1.64 3.16 0.13
H -1.07 1.88 -2.91 0.08
H -2.36 3.67 -4.03 0.13
H -5.95 2.22 -2.22 0.13
H -4.66 0.46 -1.04 0.11
H -1.86 -1.76 -3.58 0.10
H -3.06 -3.69 -4.60 0.13
H -4.64 -4.73 -0.76 0.13
H -3.45 -2.81 0.27 0.10
I 3.80 6.01 -0.68 0.92
C 2.58 4.33 -0.84 -0.74
C 1.20 4.33 -0.94 -0.12
N 0.82 3.04 -1.01 0.00
N 1.87 2.21 -0.96 -0.09
C 2.94 2.97 -0.87 -0.20
H 0.51 5.15 -0.98 0.13
H -0.12 2.69 -1.13 0.12
H 3.93 2.56 -0.84 0.10
```